No. 1
Formula: C10H21N5O7P2SSr
Source: the Open Molecules 2025 dataset
Level of theory: the ωB97M-V functional and the def2-TZVPD basis

Values from the calculation:
* HOMO level: -0.3230 Ha
* total energy: -62751.45783 eV
* frontier orbital gap: 8.875 eV
* relative energy (zero: lowest compared OMol25 entry of this formula, charge and spin): 0.3857 eV

```
! wB97M-V def2-TZVPD RIJCOSX def2/J DEFGRID3
* xyz 0 1
Sr 0.137 -0.092 0.369
C -3.160 0.080 -0.480
C -2.984 -1.398 -0.840
N -1.595 -1.851 -0.749
C -1.422 -3.230 -0.303
C -1.933 -3.473 1.118
S -1.502 -2.176 2.316
C -3.061 -1.229 2.418
C -2.986 0.243 2.030
N -2.423 0.522 0.709
H -4.237 0.285 -0.398
H -2.786 0.683 -1.311
H -3.394 -1.539 -1.846
H -3.595 -2.016 -0.186
H -1.111 -1.726 -1.634
H -0.350 -3.441 -0.336
H -1.908 -3.956 -0.968
H -1.501 -4.401 1.489
H -3.014 -3.609 1.149
H -3.391 -1.272 3.456
H -3.810 -1.761 1.835
H -2.347 0.756 2.751
H -3.999 0.656 2.134
H -2.305 1.527 0.633
C 3.922 2.024 -1.875
C 2.430 1.688 -1.943
O 1.853 2.194 -3.161
P 1.523 2.653 -0.691
O 2.467 2.561 0.572
O 1.660 4.162 -1.165
O 0.121 2.262 -0.378
P 2.199 -0.166 -1.931
O 2.537 -0.550 -0.377
O 3.133 -0.670 -2.949
O 0.730 -0.512 -1.945
H 4.066 3.102 -1.939
H 4.404 1.530 -2.718
H 4.377 1.659 -0.953
H 2.113 1.587 -3.867
H 2.104 2.855 1.418
H 1.314 4.288 -2.061
H 3.423 -0.383 0.020
N 4.694 0.089 1.381
C 3.945 0.400 2.213
N 3.108 0.774 3.150
C 1.853 0.521 2.980
N 0.701 0.348 2.863
*
```


No. 2
Formula: C23H23PSbSc
Source: the Open Molecules 2025 dataset
Level of theory: the ωB97M-V functional and the def2-TZVPD basis

Values from the calculation:
* HOMO level (alpha / beta): -0.1812 / -0.1887 Ha
* total energy: -60744.97376 eV
* frontier orbital gap (alpha / beta): 5.034 / 5.376 eV
* relative energy (zero: lowest compared OMol25 entry of this formula, charge and spin): 0.0000 eV

```
! wB97M-V def2-TZVPD RIJCOSX def2/J DEFGRID3
* xyz 0 1
C -0.196 -0.852 -4.296
C -0.994 0.341 -4.041
C -0.134 1.427 -3.697
C 1.218 1.042 -3.944
C 1.238 -0.368 -4.326
Sc 0.982 -1.287 -2.109
P 0.092 -3.699 -1.929
H -0.560 -1.778 -4.769
H -2.090 0.445 -4.166
H -0.457 2.434 -3.364
H 2.097 -0.939 -4.713
H 2.089 1.744 -3.929
H 1.192 -4.519 -2.434
H -1.021 -4.366 -2.577
H -0.030 -4.205 -0.567
C -0.780 4.525 3.259
C 0.264 4.535 2.323
C 0.412 3.478 1.410
C -0.477 2.398 1.424
C -1.519 2.385 2.357
C -1.670 3.445 3.269
Sb -0.247 0.798 -0.132
C 1.701 0.023 0.568
C 2.719 -0.285 -0.363
C 3.936 -0.798 0.118
C 4.130 -1.027 1.480
C 3.107 -0.738 2.391
C 1.884 -0.214 1.934
C -1.613 -0.732 0.576
C -1.237 -1.880 1.285
C -2.221 -2.793 1.694
C -3.569 -2.558 1.413
C -3.940 -1.410 0.699
C -2.962 -0.509 0.266
H -0.901 5.352 3.965
H 0.960 5.376 2.303
H 1.222 3.520 0.681
H -2.234 1.560 2.381
H -2.492 3.432 3.986
H 2.630 -0.033 -1.452
H 4.733 -1.021 -0.590
H 5.075 -1.435 1.843
H 3.253 -0.927 3.460
H 1.087 -0.019 2.656
H -0.184 -2.077 1.513
H -1.922 -3.698 2.231
H -4.330 -3.264 1.741
H -4.986 -1.212 0.480
H -3.256 0.381 -0.305
*
```


No. 3
Formula: C20H28N2O3
Source: the Open Molecules 2025 dataset
Level of theory: the ωB97M-V functional and the def2-TZVPD basis

Values from the calculation:
* HOMO level: -0.3319 Ha
* total energy: -30317.37194 eV
* frontier orbital gap: 9.695 eV
* relative energy (zero: lowest compared OMol25 entry of this formula, charge and spin): 1.7437 eV

```
! wB97M-V def2-TZVPD RIJCOSX def2/J DEFGRID3
* xyz 0 1
C -1.470 -5.241 0.707
C -0.618 -4.768 -0.466
C -0.310 -3.271 -0.424
C 0.687 -2.897 0.673
C 0.876 -1.386 0.823
C 1.612 -0.760 -0.361
C 1.755 0.768 -0.252
C 0.560 1.503 0.330
N -0.649 1.521 -0.044
N -1.093 0.794 -1.087
C -2.412 0.629 -1.415
O -2.700 -0.158 -2.296
C -3.424 1.409 -0.660
C -4.659 0.804 -0.439
C -5.657 1.481 0.235
C -5.437 2.775 0.677
C -4.218 3.389 0.439
C -3.211 2.713 -0.226
C 1.000 2.356 1.482
C 2.498 2.533 1.248
C 2.921 1.177 0.675
C 4.234 1.197 -0.071
O 5.124 0.405 0.092
O 4.285 2.189 -0.970
C 5.476 2.272 -1.739
H -0.946 -5.116 1.651
H -1.713 -6.295 0.594
H -2.399 -4.678 0.751
H 0.320 -5.329 -0.486
H -1.153 -4.985 -1.393
H -1.241 -2.718 -0.274
H 0.092 -2.980 -1.397
H 0.328 -3.287 1.626
H 1.651 -3.365 0.464
H -0.106 -0.921 0.938
H 1.440 -1.192 1.738
H 2.616 -1.190 -0.428
H 1.094 -1.022 -1.286
H 1.946 1.179 -1.253
H -0.450 0.214 -1.626
H -4.817 -0.201 -0.802
H -6.610 1.002 0.410
H -6.218 3.308 1.200
H -4.053 4.403 0.771
H -2.267 3.198 -0.415
H 0.448 3.293 1.526
H 0.821 1.815 2.414
H 3.041 2.782 2.159
H 2.674 3.314 0.508
H 3.018 0.445 1.481
H 5.617 1.358 -2.321
H 6.340 2.407 -1.086
H 5.356 3.129 -2.396
*
```


No. 4
Formula: C27H37N2O5
Source: the Open Molecules 2025 dataset
Level of theory: the ωB97M-V functional and the def2-TZVPD basis

Values from the calculation:
* HOMO level: -0.3677 Ha
* total energy: -41809.73748 eV
* frontier orbital gap: 8.156 eV
* relative energy (zero: lowest compared OMol25 entry of this formula, charge and spin): 0.2818 eV

```
! wB97M-V def2-TZVPD RIJCOSX def2/J DEFGRID3
* xyz 1 1
C -5.590 -0.341 2.301
O -5.223 0.017 0.990
C -4.165 -0.611 0.401
C -3.381 -1.553 1.046
C -2.295 -2.190 0.450
C -1.976 -1.864 -0.863
C -2.751 -0.913 -1.514
C -3.840 -0.282 -0.931
O -4.462 0.620 -1.734
C -5.725 1.159 -1.398
C -0.830 -2.475 -1.641
C 0.459 -2.275 -0.901
O 1.313 -1.482 -1.321
N 0.635 -2.956 0.237
C 1.768 -2.634 1.086
C 3.101 -3.191 0.535
C 4.160 -2.105 0.366
N 3.797 -1.146 -0.703
C 4.299 -1.598 -2.009
C 4.260 0.234 -0.428
C 3.541 0.940 0.715
C 4.061 2.396 0.944
C 2.666 2.859 0.608
C 1.864 3.966 0.495
C 0.526 3.745 0.147
O -0.377 4.763 0.035
C 0.058 6.090 0.219
C 0.048 2.433 -0.088
O -1.224 2.090 -0.426
C -2.107 3.016 -1.031
C 0.893 1.324 0.056
C 2.196 1.569 0.401
C -0.366 -3.891 0.711
C -1.563 -3.177 1.333
H -5.853 -1.401 2.371
H -6.467 0.262 2.529
H -4.797 -0.109 3.019
H -3.610 -1.816 2.067
H -2.523 -0.634 -2.531
H -6.459 0.373 -1.212
H -5.667 1.815 -0.528
H -6.026 1.736 -2.272
H -0.740 -1.962 -2.599
H -1.013 -3.533 -1.838
H 1.568 -3.041 2.076
H 1.825 -1.545 1.182
H 3.497 -3.948 1.212
H 2.913 -3.683 -0.421
H 4.269 -1.568 1.308
H 5.127 -2.554 0.125
H 2.707 -1.171 -0.819
H 5.386 -1.533 -2.043
H 3.875 -0.979 -2.797
H 3.997 -2.627 -2.188
H 5.335 0.196 -0.219
H 4.103 0.821 -1.336
H 3.552 0.346 1.632
H 4.835 2.716 0.248
H 4.386 2.606 1.961
H 2.237 4.960 0.675
H 0.429 6.255 1.235
H 0.831 6.365 -0.505
H -0.824 6.707 0.055
H -2.506 3.726 -0.305
H -2.914 2.408 -1.437
H -1.621 3.560 -1.842
H 0.464 0.355 -0.129
H -0.691 -4.529 -0.112
H 0.101 -4.535 1.459
H -2.271 -3.941 1.664
H -1.227 -2.642 2.227
*
```


No. 5
Formula: C3H10N3OS
Source: the Open Molecules 2025 dataset
Level of theory: the ωB97M-V functional and the def2-TZVPD basis

Values from the calculation:
* HOMO level: -0.4985 Ha
* total energy: -20619.22337 eV
* frontier orbital gap: 10.451 eV
* relative energy (zero: lowest compared OMol25 entry of this formula, charge and spin): 1.1887 eV

```
! wB97M-V def2-TZVPD RIJCOSX def2/J DEFGRID3
* xyz 1 1
N -0.875 -1.853 0.224
C -0.897 -0.651 -0.614
S -2.277 0.542 -0.292
C 0.643 0.159 -0.437
N 0.726 1.448 -1.136
C 0.889 0.341 1.054
N 1.541 1.372 1.374
O 0.548 -0.617 1.788
H -0.779 -2.808 -0.250
H -1.708 -1.942 0.698
H -1.020 -0.888 -1.776
H -1.975 0.794 0.961
H 1.464 -0.527 -0.903
H 0.896 1.366 -2.083
H 0.195 2.336 -1.009
H 1.604 2.108 0.677
H 1.983 1.555 2.309
H -0.066 -1.285 1.187
*
```


No. 6
Formula: C5H7NO
Source: the Open Molecules 2025 dataset
Level of theory: the ωB97M-V functional and the def2-TZVPD basis

Values from the calculation:
* HOMO level: -0.3444 Ha
* total energy: -8830.99207 eV
* frontier orbital gap: 10.201 eV
* relative energy (zero: lowest compared OMol25 entry of this formula, charge and spin): 5.2108 eV

```
! wB97M-V def2-TZVPD RIJCOSX def2/J DEFGRID3
* xyz 0 1
C 0.048 -1.228 -1.959
C 0.133 -1.004 -0.675
C 0.211 -0.571 0.542
C 0.314 0.664 1.342
N -0.584 0.309 2.428
C 0.409 -0.662 1.984
H -0.920 -1.363 -2.441
H 0.938 -1.235 -2.582
H 1.025 1.478 1.342
H -1.504 0.069 2.058
H 1.199 -1.052 2.605
O -0.278 1.894 -1.645
H -0.861 1.322 -2.156
H -0.129 1.378 -0.844
*
```


Please write out number 2 again, unchanged.
Formula: C23H23PSbSc
Source: the Open Molecules 2025 dataset
Level of theory: the ωB97M-V functional and the def2-TZVPD basis

Values from the calculation:
* HOMO level (alpha / beta): -0.1812 / -0.1887 Ha
* total energy: -60744.97376 eV
* frontier orbital gap (alpha / beta): 5.034 / 5.376 eV
* relative energy (zero: lowest compared OMol25 entry of this formula, charge and spin): 0.0000 eV

```
! wB97M-V def2-TZVPD RIJCOSX def2/J DEFGRID3
* xyz 0 1
C -0.196 -0.852 -4.296
C -0.994 0.341 -4.041
C -0.134 1.427 -3.697
C 1.218 1.042 -3.944
C 1.238 -0.368 -4.326
Sc 0.982 -1.287 -2.109
P 0.092 -3.699 -1.929
H -0.560 -1.778 -4.769
H -2.090 0.445 -4.166
H -0.457 2.434 -3.364
H 2.097 -0.939 -4.713
H 2.089 1.744 -3.929
H 1.192 -4.519 -2.434
H -1.021 -4.366 -2.577
H -0.030 -4.205 -0.567
C -0.780 4.525 3.259
C 0.264 4.535 2.323
C 0.412 3.478 1.410
C -0.477 2.398 1.424
C -1.519 2.385 2.357
C -1.670 3.445 3.269
Sb -0.247 0.798 -0.132
C 1.701 0.023 0.568
C 2.719 -0.285 -0.363
C 3.936 -0.798 0.118
C 4.130 -1.027 1.480
C 3.107 -0.738 2.391
C 1.884 -0.214 1.934
C -1.613 -0.732 0.576
C -1.237 -1.880 1.285
C -2.221 -2.793 1.694
C -3.569 -2.558 1.413
C -3.940 -1.410 0.699
C -2.962 -0.509 0.266
H -0.901 5.352 3.965
H 0.960 5.376 2.303
H 1.222 3.520 0.681
H -2.234 1.560 2.381
H -2.492 3.432 3.986
H 2.630 -0.033 -1.452
H 4.733 -1.021 -0.590
H 5.075 -1.435 1.843
H 3.253 -0.927 3.460
H 1.087 -0.019 2.656
H -0.184 -2.077 1.513
H -1.922 -3.698 2.231
H -4.330 -3.264 1.741
H -4.986 -1.212 0.480
H -3.256 0.381 -0.305
*
```


The lowest total energy belongs to which entry?
C10H21N5O7P2SSr


Please write out number 4 again, unchanged.
Formula: C27H37N2O5
Source: the Open Molecules 2025 dataset
Level of theory: the ωB97M-V functional and the def2-TZVPD basis

Values from the calculation:
* HOMO level: -0.3677 Ha
* total energy: -41809.73748 eV
* frontier orbital gap: 8.156 eV
* relative energy (zero: lowest compared OMol25 entry of this formula, charge and spin): 0.2818 eV

```
! wB97M-V def2-TZVPD RIJCOSX def2/J DEFGRID3
* xyz 1 1
C -5.590 -0.341 2.301
O -5.223 0.017 0.990
C -4.165 -0.611 0.401
C -3.381 -1.553 1.046
C -2.295 -2.190 0.450
C -1.976 -1.864 -0.863
C -2.751 -0.913 -1.514
C -3.840 -0.282 -0.931
O -4.462 0.620 -1.734
C -5.725 1.159 -1.398
C -0.830 -2.475 -1.641
C 0.459 -2.275 -0.901
O 1.313 -1.482 -1.321
N 0.635 -2.956 0.237
C 1.768 -2.634 1.086
C 3.101 -3.191 0.535
C 4.160 -2.105 0.366
N 3.797 -1.146 -0.703
C 4.299 -1.598 -2.009
C 4.260 0.234 -0.428
C 3.541 0.940 0.715
C 4.061 2.396 0.944
C 2.666 2.859 0.608
C 1.864 3.966 0.495
C 0.526 3.745 0.147
O -0.377 4.763 0.035
C 0.058 6.090 0.219
C 0.048 2.433 -0.088
O -1.224 2.090 -0.426
C -2.107 3.016 -1.031
C 0.893 1.324 0.056
C 2.196 1.569 0.401
C -0.366 -3.891 0.711
C -1.563 -3.177 1.333
H -5.853 -1.401 2.371
H -6.467 0.262 2.529
H -4.797 -0.109 3.019
H -3.610 -1.816 2.067
H -2.523 -0.634 -2.531
H -6.459 0.373 -1.212
H -5.667 1.815 -0.528
H -6.026 1.736 -2.272
H -0.740 -1.962 -2.599
H -1.013 -3.533 -1.838
H 1.568 -3.041 2.076
H 1.825 -1.545 1.182
H 3.497 -3.948 1.212
H 2.913 -3.683 -0.421
H 4.269 -1.568 1.308
H 5.127 -2.554 0.125
H 2.707 -1.171 -0.819
H 5.386 -1.533 -2.043
H 3.875 -0.979 -2.797
H 3.997 -2.627 -2.188
H 5.335 0.196 -0.219
H 4.103 0.821 -1.336
H 3.552 0.346 1.632
H 4.835 2.716 0.248
H 4.386 2.606 1.961
H 2.237 4.960 0.675
H 0.429 6.255 1.235
H 0.831 6.365 -0.505
H -0.824 6.707 0.055
H -2.506 3.726 -0.305
H -2.914 2.408 -1.437
H -1.621 3.560 -1.842
H 0.464 0.355 -0.129
H -0.691 -4.529 -0.112
H 0.101 -4.535 1.459
H -2.271 -3.941 1.664
H -1.227 -2.642 2.227
*
```